1.
# C21H30AsBrN4O2SSr

A molecular structure, C21H30AsBrN4O2SSr (wB97M-V/def2-TZVPD, OMol25).

Values from the calculation:
- highest occupied orbital energy (eV) = -7.64
- gap between HOMO and LUMO (eV) = 7.8

Positions of all 61 atoms, in Å:
Sr  0.1388  -0.7538  -0.0416
N  0.9729  0.9520  2.5589
C  2.1736  0.3825  2.8880
C  2.5508  0.2052  4.1992
C  3.8157  -0.3086  4.5396
C  4.7315  -0.6381  3.5840
C  4.3712  -0.5026  2.2224
C  5.2496  -0.8430  1.1660
C  4.8426  -0.7418  -0.1269
C  3.5203  -0.3239  -0.3820
N  2.6788  0.0147  0.5630
C  3.0929  -0.0342  1.8665
H  0.2594  0.9882  3.2641
H  0.6785  1.2074  1.6143
H  1.8617  0.4982  4.9819
H  4.0668  -0.4209  5.5868
H  5.7144  -1.0076  3.8445
H  6.2472  -1.1909  1.4082
H  5.4952  -0.9988  -0.9498
H  3.1488  -0.2860  -1.4024
Br  -0.4878  -3.1542  -5.7473
C  -0.0282  -1.5832  -4.8160
C  0.1475  -0.3894  -5.4891
C  0.4777  0.7372  -4.7529
C  0.6085  0.6200  -3.3809
N  0.4418  -0.5366  -2.7377
C  0.1324  -1.6290  -3.4408
H  0.0284  -0.3426  -6.5632
H  0.6231  1.6935  -5.2353
H  0.8419  1.4783  -2.7616
H  0.0240  -2.5533  -2.8838
C  -1.9278  2.6789  -1.2667
C  -1.1141  2.6047  0.0296
C  -2.0664  2.7534  1.2205
C  -0.0928  3.7415  0.0518
O  -0.4638  1.3767  0.1019
H  -2.4701  3.6236  -1.3626
H  -2.6509  1.8602  -1.3018
H  -1.2650  2.5762  -2.1290
H  -2.6312  3.6887  1.1866
H  -1.5025  2.7300  2.1569
H  -2.7767  1.9223  1.2317
H  -0.5703  4.7235  0.0029
H  0.5879  3.6448  -0.7979
H  0.5039  3.6928  0.9657
C  -4.5520  -0.5124  -0.6450
As  -3.0096  -1.4707  0.0458
C  -3.4657  -1.4274  1.9440
C  -3.5858  -3.2932  -0.3611
H  -5.4711  -0.9531  -0.2594
H  -4.5532  -0.5592  -1.7333
H  -4.4916  0.5321  -0.3421
H  -4.4695  -1.8194  2.1083
H  -3.4155  -0.3974  2.2969
H  -2.7375  -2.0200  2.4961
H  -4.5776  -3.4870  0.0478
H  -2.8735  -4.0023  0.0581
H  -3.6053  -3.4294  -1.4420
O  0.0228  -2.4141  1.7898
S  0.3517  -3.5856  0.8873
N  0.4531  -3.3170  -0.5573

***

2.
# C21H30AsHfN2O2SSbSe4Si2

A molecular structure, C21H30AsHfN2O2SSbSe4Si2 (wB97M-V/def2-TZVPD, OMol25).

Values from the calculation:
- highest occupied orbital energy (spin up / spin down) (eV) = -0.51 / -0.51
- charge = -2
- gap between HOMO and LUMO (spin up / spin down) (eV) = 3.9 / 3.9

Positions of all 65 atoms, in Å:
Hf  -0.7729  0.5311  0.1251
O  -4.3100  0.1689  -0.3555
S  -3.8207  -1.0808  0.2297
O  -4.3341  -2.2819  -0.4325
N  -2.2605  -1.0803  0.5562
C  -1.4979  -2.0990  1.0956
C  -2.1082  -3.3069  1.5168
C  -1.3958  -4.3608  2.0731
C  -0.0289  -4.2498  2.2279
C  0.6403  -3.0895  1.8249
C  2.0334  -3.0529  2.0045
C  2.7703  -1.9448  1.6267
C  2.0816  -0.8960  1.0758
N  0.7481  -0.8972  0.8924
C  -0.0437  -1.9797  1.2501
C  -4.7160  -1.0683  1.8120
C  -5.7559  -1.9718  2.0393
C  -6.4336  -1.9405  3.2581
C  -6.0713  -1.0105  4.2359
C  -5.0313  -0.1078  3.9981
C  -4.3495  -0.1331  2.7818
H  -3.1798  -3.4587  1.4057
H  -1.9182  -5.2630  2.3742
H  0.5131  -5.0850  2.6615
H  2.5543  -3.9006  2.4420
H  3.8435  -1.9053  1.7568
H  2.5853  0.0081  0.7514
H  -6.0369  -2.6847  1.2698
H  -7.2451  -2.6385  3.4395
H  -6.6024  -0.9864  5.1826
H  -4.7515  0.6178  4.7556
H  -3.5437  0.5674  2.5809
C  4.6420  2.0480  -0.5804
Si  3.3415  3.2715  -0.0357
C  3.5469  3.5600  1.7970
C  3.5925  4.9083  -0.9024
As  1.1693  2.4906  -0.3811
Si  1.3474  1.6499  -2.5511
C  2.1957  -0.0154  -2.5384
C  2.2367  2.8168  -3.7053
C  -0.3857  1.4017  -3.1982
H  5.6455  2.4494  -0.3312
H  4.5832  1.8933  -1.6743
H  4.4891  1.0844  -0.0528
H  4.5659  3.9495  1.9983
H  3.4026  2.6033  2.3396
H  2.7937  4.2980  2.1414
H  4.6114  5.2869  -0.6813
H  2.8420  5.6363  -0.5323
H  3.4775  4.7930  -1.9961
H  3.2300  0.0757  -2.1580
H  2.2218  -0.4207  -3.5707
H  1.6280  -0.7097  -1.8857
H  3.2864  2.9454  -3.3805
H  1.7193  3.7979  -3.7121
H  2.2308  2.3900  -4.7291
H  -0.9298  0.6972  -2.5364
H  -0.3410  0.9849  -4.2254
H  -0.9156  2.3760  -3.2168
Se  -2.0880  -0.8376  -5.9938
Sb  -0.1398  -1.3888  -4.8101
Se  -0.4287  -0.4657  -2.4129
Se  1.8345  -0.2653  -6.0439
Se  0.0513  -3.9668  -4.8333
H  -1.0187  1.2427  1.9368

***

3.
# C21H30BN8O5PtS3

A molecular structure, C21H30BN8O5PtS3 (wB97M-V/def2-TZVPD, OMol25).

Values from the calculation:
- highest occupied orbital energy (spin up / spin down) (eV) = -13.28 / -14.26
- charge = +2
- spin multiplicity = 6
- gap between HOMO and LUMO (spin up / spin down) (eV) = 7.8 / 6.1

Positions of all 69 atoms, in Å:
Pt  0.3905  -0.8569  1.1762
C  3.3277  -2.4513  3.2466
N  2.9425  -3.2108  2.0613
C  2.8127  -4.5639  1.9808
C  2.4210  -4.8483  0.7014
N  2.3071  -3.6790  0.0179
B  2.0702  -3.5799  -1.5239
N  0.6825  -2.9242  -1.9269
C  0.4740  -2.6473  -3.2472
C  -0.8220  -2.2764  -3.4145
N  -1.4074  -2.3197  -2.1842
C  -2.8101  -2.0140  -1.9291
C  -0.4715  -2.7109  -1.2746
S  -0.7684  -2.8518  0.4178
C  2.6288  -2.6798  0.8524
S  2.6335  -1.0025  0.4759
H  3.5978  -3.1497  4.0326
H  2.4980  -1.8323  3.5815
H  4.1835  -1.8199  3.0223
H  3.0084  -5.2154  2.8157
H  2.2211  -5.7992  0.2377
H  2.0694  -4.7013  -1.9521
H  2.9375  -2.9037  -2.0060
H  1.2636  -2.7441  -3.9731
H  -1.3586  -1.9968  -4.3053
H  -3.0483  -1.0233  -2.3115
H  -2.9951  -2.0523  -0.8608
H  -3.4438  -2.7496  -2.4196
C  1.9379  3.6342  -4.9150
C  2.0340  4.0748  -3.4578
S  0.4425  3.8345  -2.6816
O  0.2981  2.4230  -2.3788
O  -0.5905  4.4948  -3.4276
C  0.6195  4.6719  -1.0914
C  -0.5912  4.4174  -0.1944
N  -0.8865  2.9976  0.0586
C  -0.1465  2.1767  0.8316
N  -0.6383  0.9487  0.7770
C  -1.7169  0.9608  -0.0789
C  -1.8832  2.2325  -0.5154
N  -2.8328  2.6477  -1.4548
O  -3.0466  3.8901  -1.7909
O  -3.6355  1.7395  -1.9589
C  1.0166  2.5872  1.6623
H  2.9336  3.6052  -5.3527
H  1.3243  4.3246  -5.4895
H  1.5034  2.6373  -4.9927
H  2.2822  5.1328  -3.3560
H  2.7235  3.4591  -2.8797
H  0.6853  5.7400  -1.2951
H  1.5625  4.3133  -0.6787
H  -1.4664  4.8351  -0.6762
H  -0.4596  4.9235  0.7602
H  -2.3253  0.1018  -0.2895
H  0.7447  3.3685  2.3742
H  1.8413  2.9570  1.0539
H  1.3733  1.7213  2.2170
O  0.0282  -1.1168  3.3044
N  -1.2763  -1.1451  3.6312
C  -1.9482  0.0052  3.8051
C  -3.2762  -0.0141  4.1635
C  -3.9156  -1.2313  4.3576
C  -3.1910  -2.4027  4.1937
C  -1.8651  -2.3355  3.8295
H  -1.3718  0.9050  3.6577
H  -3.8004  0.9213  4.2985
H  -4.9583  -1.2645  4.6440
H  -3.6449  -3.3709  4.3508
H  -1.2285  -3.1971  3.6931

***

4.
# C21H30Cl42N3O5P

15 unconnected molecules or ions with the total composition C21H30Cl42N3O5P (wB97M-V/def2-TZVPD, OMol25).

Values from the calculation:
- highest occupied orbital energy (eV) = -8.78
- gap between HOMO and LUMO (eV) = 8.4

Positions of all 102 atoms, in Å:
C  -3.8110  2.6138  1.4514
P  -3.5326  1.1881  2.7328
O  -2.3416  1.8627  3.8542
C  -2.8769  -0.3813  1.8645
O  -3.6291  -1.5088  1.9987
O  -1.6584  -0.4942  1.0484
C  -0.4311  -0.3652  1.8510
C  0.8043  -0.1287  0.7608
C  1.1354  -1.4422  -0.1611
O  2.2146  -1.3500  -0.9767
O  0.3586  -2.6891  -0.2335
C  -0.0723  -1.6608  2.7881
C  -0.4995  -1.5227  4.3642
N  0.3392  -2.4973  5.2162
N  -1.9514  -2.0117  4.5195
N  -0.2916  -0.1527  4.9702
H  -2.8091  3.1174  1.1143
H  -4.4647  3.4279  1.9956
H  -4.4283  2.2212  0.5224
H  -2.1855  2.8322  3.5816
H  -0.4917  0.6556  2.4647
H  1.7424  0.3353  1.3056
H  0.4271  0.7180  0.0090
H  0.9071  -3.3785  0.2812
H  1.1138  -1.7787  2.7608
H  -0.5172  -2.6613  2.3535
H  0.3458  -3.4176  4.7098
H  1.3316  -2.1692  5.2664
H  -2.1732  -2.0826  5.5368
H  -2.0077  -2.9841  4.0997
H  0.6764  0.1367  4.6975
H  -0.3239  -0.1987  6.0287
C  4.5122  -1.1823  1.7542
Cl  5.3402  -0.1035  0.6184
Cl  5.6883  -2.0826  2.7268
Cl  3.4153  -0.2627  2.7986
H  3.9203  -1.8990  1.1792
C  0.3657  1.8096  -2.8857
Cl  -1.3688  1.8666  -2.5284
Cl  0.6670  2.2427  -4.5772
Cl  1.2605  2.8858  -1.7991
H  0.7172  0.7873  -2.7241
C  -4.8655  -0.3501  -2.3320
Cl  -3.4305  -1.3851  -2.4268
Cl  -4.4123  1.3014  -1.8772
Cl  -5.7380  -0.3533  -3.8742
H  -5.5284  -0.7502  -1.5605
C  8.2380  -5.5240  2.3927
Cl  7.9319  -7.0847  3.1736
Cl  7.0272  -5.2081  1.1382
Cl  8.2464  -4.2194  3.5916
H  9.2223  -5.5630  1.9192
C  3.0568  -1.7105  -4.2899
Cl  1.7169  -2.0268  -5.4052
Cl  4.2657  -3.0023  -4.3877
Cl  3.7970  -0.1384  -4.6365
H  2.6594  -1.6871  -3.2720
C  9.1644  -9.6666  0.2371
Cl  10.5994  -10.7016  0.1423
Cl  9.6176  -8.0151  0.6919
Cl  8.2920  -9.6698  -1.3051
H  8.5016  -10.0667  1.0086
C  3.7821  5.3547  -2.7252
Cl  3.1623  6.7491  -3.6256
Cl  4.8466  4.3761  -3.7493
Cl  4.6376  5.8858  -1.2673
H  2.9336  4.7366  -2.4207
C  -7.4106  -3.6300  -3.3173
Cl  -8.9196  -3.3451  -4.2012
Cl  -7.5714  -3.1145  -1.6297
Cl  -6.9518  -5.3393  -3.4046
H  -6.6204  -3.0370  -3.7848
C  7.9345  6.9613  1.3281
Cl  6.2000  7.0183  1.6854
Cl  8.2358  7.3944  -0.3634
Cl  8.8293  8.0376  2.4147
H  8.2860  5.9390  1.4897
C  -7.5957  4.4704  0.7327
Cl  -8.2155  5.8649  -0.1678
Cl  -6.5312  3.4918  -0.2915
Cl  -6.7402  5.0015  2.1906
H  -8.4442  3.8523  1.0372
C  -8.4080  -4.9085  -7.6611
Cl  -8.0509  -3.8829  -9.0611
Cl  -9.8843  -5.8482  -7.9388
Cl  -7.0430  -5.9831  -7.3126
H  -8.5686  -4.2633  -6.7935
C  8.6426  11.0918  5.3098
Cl  9.8973  10.5061  4.2044
Cl  7.1104  11.3165  4.4486
Cl  8.4352  9.9703  6.6659
H  8.9588  12.0592  5.7082
C  -13.1891  -6.8023  -6.2796
Cl  -13.4952  -8.3631  -5.4986
Cl  -14.3999  -6.4864  -7.5341
Cl  -13.1808  -5.4977  -5.0806
H  -12.2048  -6.8413  -6.7530
C  1.5110  7.0638  1.5039
Cl  3.2485  7.0141  1.8474
Cl  1.2099  6.7929  -0.2211
Cl  0.6488  5.8638  2.4818
H  1.1362  8.0562  1.7672

***

no.,total energy (eV),strongest force on any atom (eV/A)
1,-174874.00149,0.6
2,-385993.15514,12.4
3,-80830.50704,0.5
4,-572195.49831,9.2